Entry 1:
Formula: C39H62F3O2PRb
Source: OMol25
Level of theory: the ωB97M-V functional and the def2-TZVPD basis

Atoms and positions in Å:
1 Rb 4.14968 -2.81031 0.26037
2 P 2.20489 1.29456 1.94670
3 F -5.59826 3.02490 -5.04982
4 F -3.45373 -7.98124 1.73143
5 F 1.96988 -0.84110 -7.25112
6 O -2.58219 0.97751 1.28762
7 O 1.74174 -1.46245 -0.71643
8 C 1.04468 3.54256 0.64380
9 C -1.36584 -5.71000 -0.15961
10 C 4.37900 2.34155 0.38700
11 C -2.44935 -7.15004 1.43485
12 C 1.57609 -0.30233 2.53903
13 C -3.43696 0.14970 1.52291
14 C -4.28165 2.46975 -3.18633
15 C 4.80003 3.66835 -1.78320
16 C -0.28987 -6.22977 1.93696
17 C 2.47992 2.47322 3.28693
18 C 3.76043 1.06059 0.98180
19 C -3.19970 -1.29021 1.09599
20 C 0.19182 0.61272 -7.78036
21 C -4.83604 -0.20899 -3.65210
22 C -2.44835 -6.49117 0.21864
23 C -5.40874 0.75293 -4.47339
24 C 0.13502 -0.37083 3.07992
25 C -0.91653 0.07378 -5.28188
26 C 3.81845 1.07867 6.70205
27 C -0.99005 1.23146 -7.41111
28 C 4.22746 2.41639 -1.13348
29 C 2.84029 1.50319 5.61135
30 C 0.28506 -0.54533 -5.65115
31 C -1.54757 0.94381 -6.17795
32 C 0.77654 -0.27907 -6.91692
33 C -4.77592 0.62196 2.07587
34 C -0.08818 -1.56903 3.99470
35 C -1.39371 -7.00156 2.29809
36 C 3.52227 1.94572 4.31194
37 C -0.34770 3.54436 -1.52441
38 C -3.65189 1.50653 -2.42922
39 C -0.32439 -1.98282 -2.07714
40 C -0.07221 -2.96972 3.37000
41 C -3.92279 0.15692 -2.67059
42 C -5.08125 2.06744 -4.25708
43 C 0.45626 -2.03529 -0.74828
44 C 0.94329 2.04213 0.87207
45 C -0.28465 -5.57649 0.72856
46 C -0.16477 4.11981 -0.10747
47 H 1.05966 4.03466 1.62090
48 H 4.56158 4.58912 -1.24517
49 H -1.45585 1.98879 -8.02745
50 H 0.37206 -2.09869 -2.90915
51 H 2.23423 0.60027 5.47432
52 H -3.00084 1.87197 -1.64450
53 H 0.58172 -3.10607 -0.50912
54 H -3.38105 -2.09977 1.80261
55 H 3.15912 2.34714 -1.35801
56 H -1.01632 -2.82644 -2.15202
57 H -2.14629 -1.22401 0.82998
58 H 4.70586 1.55797 -1.60968
59 H 0.87745 -3.30094 2.94343
60 H 4.25385 0.11165 6.43033
61 H -3.33116 -6.50636 -0.41072
62 H 4.01807 3.26027 0.85567
63 H 2.27713 -0.70558 3.27712
64 H -3.90987 -1.46049 0.28242
65 H -0.32211 -3.67486 4.16377
66 H -0.12597 2.48262 -1.61683
67 H 4.17418 2.78083 4.57313
68 H -1.33525 -7.61822 3.18796
69 H -0.06026 0.56175 3.61259
70 H -0.84482 -3.05177 2.60278
71 H 0.54608 -5.00984 0.32316
72 H 1.63828 -0.91688 1.62520
73 H -3.40330 -0.55603 -2.04213
74 H -1.40312 3.67803 -1.76215
75 H 0.02350 5.19275 -0.14747
76 H 4.46353 3.78206 -2.81339
77 H 1.55721 2.78956 3.76990
78 H -1.30025 -5.20353 -1.11087
79 H 5.44263 2.34997 0.64164
80 H -0.89783 -1.06731 -2.23178
81 H 3.46590 0.36817 0.19634
82 H -5.24713 1.29343 1.36419
83 H -1.05922 3.95206 0.49495
84 H 2.92146 3.35327 2.81242
85 H -2.44449 1.43499 -5.82102
86 H 4.46817 0.59013 1.66653
87 H 2.16435 2.31463 5.88434
88 H -1.44436 -0.11883 -4.35832
89 H 1.06929 1.52122 -0.08696
90 H -4.99944 -1.27462 -3.74178
91 H 4.67915 1.71618 6.90704
92 H -5.46539 -0.21114 2.24230
93 H -6.12085 0.46289 -5.23398
94 H -0.09415 -1.58888 0.09879
95 H 5.89110 3.66352 -1.85769
96 H 0.81718 -1.17204 -4.95514
97 H 3.26991 0.90570 7.62889
98 H -0.06399 1.76243 1.20041
99 H -1.08304 -1.53320 4.44764
100 H -4.59431 1.00775 3.07879
101 H 0.25507 4.11247 -2.23085
102 H 1.95180 3.78381 0.08379
103 H -0.57007 -0.49419 2.25920
104 H 0.59414 -1.57149 4.85256
105 H -4.07876 3.52683 -3.07226
106 H 0.68694 0.77997 -8.72905
107 H 0.48515 -6.10781 2.68286
108 H 4.14326 1.15733 3.88006

Force components x, y, z for each atom (eV/Å):
-0.74 0.28 -0.46
-1.01 0.57 -0.39
-0.05 -0.10 -0.03
-0.19 0.05 0.15
-0.34 0.07 -0.13
0.27 -0.01 0.17
0.35 0.01 0.10
-0.31 0.25 0.33
0.47 -0.29 1.14
0.68 0.11 -0.10
0.50 0.26 -0.47
0.24 -0.45 -0.60
-0.76 0.21 -0.09
0.06 0.15 -1.15
0.42 0.42 -0.03
-0.55 0.17 0.51
1.31 -0.35 0.00
-0.60 0.36 0.76
0.05 0.81 0.35
0.15 -0.14 -0.61
0.90 -0.20 0.57
-0.60 0.63 -0.64
-0.29 -0.57 -0.09
0.30 -0.03 0.10
-0.01 0.00 -0.98
0.06 -0.40 0.20
-0.09 0.22 0.28
-0.27 0.17 -0.05
0.47 -0.43 -0.22
-0.85 0.39 0.25
0.13 -0.11 0.77
0.63 -0.09 0.81
0.12 -1.46 0.30
-0.04 -0.64 0.59
0.57 -0.72 0.38
-0.71 0.30 0.38
-0.41 0.63 0.54
-0.37 0.09 0.02
0.22 0.03 0.21
-0.03 0.18 -0.04
0.26 0.64 0.50
-0.02 0.46 0.70
1.42 -0.02 0.41
0.14 -0.68 -0.80
-0.11 0.04 -1.36
0.61 -0.61 -0.03
0.29 0.16 -0.12
-0.25 -0.07 0.02
0.05 -0.15 -0.22
0.11 0.09 0.07
-0.31 0.27 -0.40
0.13 -0.46 0.09
-0.43 -0.11 0.04
-0.07 0.32 0.37
-0.01 -0.06 -0.14
-0.13 0.06 0.13
-0.13 -0.79 -0.64
-0.13 -0.20 0.16
0.05 0.22 -0.08
-0.05 0.00 -0.04
0.07 -0.37 -0.02
-0.29 -0.07 -0.06
0.10 0.10 0.01
0.40 -0.10 -0.33
-0.01 -0.11 -0.10
0.05 -0.02 0.08
0.18 -0.11 -0.09
-0.25 0.23 0.12
-0.41 -0.07 0.07
0.12 -0.07 -0.09
0.15 0.06 0.57
0.15 -0.10 -0.06
-0.19 -0.30 -0.18
0.09 -0.03 -0.44
-0.32 0.08 -0.14
-0.22 -0.06 0.06
-0.15 -0.15 -0.11
-0.30 -0.02 -0.08
0.03 -0.09 -0.06
0.13 0.12 0.08
-0.11 -0.29 -0.18
0.15 0.43 0.27
-0.03 0.00 0.00
-0.28 0.04 -0.13
-0.10 0.03 -0.28
-0.01 -0.19 -0.03
0.08 -0.04 0.41
0.40 -0.12 0.23
-0.05 -0.17 0.10
-0.39 0.08 -0.41
-0.29 0.41 -0.11
0.09 -0.06 -0.23
0.08 0.16 -0.13
-0.67 -0.17 -0.22
0.00 -0.25 0.23
0.12 -0.20 -0.08
0.14 0.10 0.07
0.12 -0.03 0.30
-0.01 0.54 -0.04
-0.07 0.66 -0.24
0.00 -0.16 -0.16
0.06 0.07 0.18
0.06 0.51 -0.16
0.14 0.23 -0.10
-0.06 -0.01 0.13
-0.13 0.15 -0.01
0.25 -0.08 -0.24
0.07 -0.03 0.10

Computed properties:
- gap between HOMO and LUMO (Ha) = 0.2293
- total charge = +1

Löwdin population analysis, charges in e, atoms 1 to 4: number 1, Rb, carries 0.828; number 2, P, carries 1.040; number 3, F, carries 0.063; number 4, F, carries 0.078



Entry 2:
Formula: C39H63AgN10OPS
Source: OMol25
Level of theory: the ωB97M-V functional and the def2-TZVPD basis

Atoms and positions in Å:
1 Ag -0.20509 0.26983 -0.57363
2 S -0.51145 3.81334 1.71029
3 P -0.98121 -3.06527 -2.32059
4 O -0.77475 -2.34859 -1.03566
5 N -2.40868 0.13807 0.60283
6 N 4.47846 -1.49802 -1.25148
7 N 2.24998 -0.93372 -0.61611
8 N 0.40670 -0.58907 1.71304
9 N 1.00040 1.89306 0.34909
10 N -4.45406 1.19957 1.20049
11 N 3.10292 -0.07525 -2.56543
12 N 1.62606 4.21495 0.02119
13 N -4.13345 0.30470 -0.92975
14 N -0.33617 3.18456 -1.05127
15 C 0.61951 -6.73155 -3.26181
16 C 1.14808 -4.59332 -1.56648
17 C -5.87238 0.94087 1.16270
18 C 1.97145 -5.71498 -1.55384
19 C 1.57307 5.57387 0.47096
20 C -0.35649 -0.32464 -5.94371
21 C -0.76307 -0.65844 -3.59861
22 C 2.21249 1.07302 -2.59792
23 C -4.92059 1.30309 -1.61158
24 C -2.66401 -3.70199 -2.50862
25 C 5.67145 -0.69312 -1.37730
26 C -4.65458 -4.21751 -3.76251
27 C 3.84683 -0.32274 -3.77430
28 C 1.73840 1.57928 1.52663
29 C 2.50702 -1.51105 0.70191
30 C -0.40402 -2.55112 -5.03890
31 C -0.91060 -0.93840 2.23426
32 C -0.24884 -1.69715 -6.12328
33 C 1.24195 -1.75551 1.51634
34 C -1.75314 3.45528 -0.91854
35 C -0.67003 -2.03528 -3.77171
36 C -5.25608 -4.69953 -2.60973
37 C 4.62380 -2.89986 -1.52586
38 C -4.57236 -4.67006 -1.40133
39 C -3.35905 -3.71377 -3.71154
40 C -3.28041 -4.16999 -1.34779
41 C -0.21138 -5.61900 -3.26636
42 C 0.51132 3.22641 0.24655
43 C -3.58749 0.55604 0.32598
44 C -3.69469 -0.82836 -1.70035
45 C -4.05392 2.37070 1.96269
46 C 1.06149 0.51432 2.42790
47 C -1.95923 0.14389 1.99363
48 C -0.61079 0.19399 -4.68496
49 C 1.71099 -6.77617 -2.40421
50 C 0.20157 3.92959 -2.17339
51 C 3.21326 -0.86299 -1.44573
52 C 2.97197 3.77075 -0.19406
53 C 0.05985 -4.54182 -2.42841
54 H -5.05186 -5.02564 -0.49795
55 H -0.22955 0.34278 -6.78706
56 H -4.46235 1.54507 -2.57642
57 H 2.81539 -5.75573 -0.87654
58 H -0.86420 -1.15586 3.31708
59 H 0.40671 -7.56871 -3.91486
60 H 5.10968 -3.09571 -2.49554
61 H -6.08061 0.03519 0.59525
62 H 3.03893 -2.46934 0.64501
63 H 0.63441 -2.51517 1.01865
64 H -4.51967 -1.52816 -1.89904
65 H 2.78627 1.95853 -2.89700
66 H -0.29933 -3.62024 -5.18522
67 H 2.02955 6.24096 -0.28132
68 H 0.15265 5.02568 -2.04564
69 H -6.26784 -5.08405 -2.64837
70 H 6.10889 -0.71065 -2.38716
71 H -6.43901 1.77058 0.71765
72 H -2.74990 -4.10788 -0.40405
73 H -0.91387 -0.22922 -2.60981
74 H 1.24199 3.67227 -2.36513
75 H -0.38169 3.67463 -3.06961
76 H -2.91129 -1.34007 -1.14497
77 H 3.64449 -3.37282 -1.54467
78 H 1.78091 1.26471 -1.60684
79 H -1.98454 4.49896 -0.65217
80 H 5.44701 0.34143 -1.11924
81 H -1.09053 -5.60685 -3.90188
82 H 1.79979 0.09758 3.13729
83 H 5.22855 -3.39542 -0.75471
84 H 4.39130 -1.26218 -3.72143
85 H 3.45424 4.36194 -0.99364
86 H -3.28786 -0.51448 -2.66843
87 H -4.95209 2.21891 -1.02521
88 H 2.35386 -7.64796 -2.39393
89 H 1.57891 -2.17553 2.48583
90 H -0.02933 -2.10420 -7.10238
91 H 6.43454 -1.05474 -0.68105
92 H -5.19569 -4.21987 -4.70057
93 H -3.00745 2.63952 1.78493
94 H -2.80416 -0.02423 2.67364
95 H -1.53156 1.12711 2.22318
96 H -6.24492 0.80225 2.18283
97 H -2.90430 -3.30471 -4.60606
98 H -5.94982 0.97077 -1.80038
99 H 2.11983 5.72470 1.41838
100 H 1.40907 0.92875 -3.33037
101 H 2.97018 2.72161 -0.47530
102 H 3.16003 -0.83394 1.26221
103 H 3.60639 3.87972 0.70488
104 H 0.54359 5.87335 0.64341
105 H 2.76823 1.22552 1.29132
106 H 1.33129 -3.75022 -0.90627
107 H 3.15803 -0.38113 -4.62434
108 H 0.30679 1.03953 3.01294
109 H 4.55919 0.48447 -3.98313
110 H -2.23621 3.22262 -1.87832
111 H -0.66795 1.26424 -4.52884
112 H -4.66378 3.22885 1.65678
113 H 1.86374 2.45989 2.17132
114 H -4.20309 2.21210 3.03749
115 H -2.18508 2.81887 -0.14662
116 H -1.23783 -1.84971 1.72414

Force components x, y, z for each atom (eV/Å):
-0.10 0.34 0.35
0.06 -0.31 0.04
0.17 0.09 0.10
-0.09 -0.18 -0.13
-0.08 0.08 0.19
-0.14 0.38 -0.05
-0.10 -0.63 0.24
-0.02 -0.13 0.01
0.02 0.37 -0.26
0.05 0.08 -0.02
0.16 0.20 -0.01
0.08 -0.28 0.02
-0.15 -0.03 0.11
0.03 0.13 0.06
-0.08 0.08 -0.02
0.19 -0.03 0.07
0.02 0.03 0.05
-0.04 0.20 0.06
-0.09 0.02 -0.05
-0.03 0.05 -0.07
0.10 0.11 -0.14
0.10 -0.05 -0.12
0.08 -0.02 -0.01
-0.07 -0.01 0.03
0.01 -0.05 -0.04
0.06 0.01 0.01
-0.10 0.01 0.03
0.09 -0.11 0.11
0.07 0.21 -0.15
0.06 0.00 -0.12
0.11 0.06 -0.04
0.03 -0.13 0.11
-0.06 0.05 -0.02
-0.04 -0.10 -0.07
-0.04 -0.01 0.03
-0.04 0.01 -0.05
0.00 -0.11 0.13
0.10 0.02 0.06
-0.08 -0.03 -0.02
-0.04 -0.08 -0.05
0.00 -0.15 -0.04
-0.17 0.08 -0.14
0.16 -0.18 -0.12
0.00 0.07 0.03
0.11 -0.05 0.02
-0.02 -0.02 -0.06
-0.03 0.09 -0.16
-0.02 -0.01 0.07
0.00 -0.09 -0.06
-0.06 -0.05 0.12
0.11 0.02 -0.02
-0.16 0.00 0.04
-0.04 0.07 -0.02
0.01 0.01 -0.01
0.00 0.00 0.00
0.01 0.01 -0.01
0.00 0.01 0.00
-0.01 0.01 0.03
0.00 0.01 0.01
-0.01 0.03 -0.03
0.03 0.02 0.01
0.00 -0.05 -0.01
0.00 0.01 -0.03
-0.02 0.08 0.00
0.00 -0.02 -0.04
0.00 0.00 0.02
0.00 -0.02 -0.01
0.00 0.00 -0.01
0.01 0.00 0.00
0.02 -0.01 0.01
-0.01 -0.01 0.00
-0.01 -0.01 -0.02
-0.10 -0.07 -0.02
0.01 -0.02 0.04
0.01 0.02 0.03
-0.06 0.06 -0.03
-0.03 -0.01 0.00
0.06 0.02 -0.03
0.00 -0.02 -0.01
-0.02 -0.03 -0.02
0.03 0.01 -0.01
-0.01 0.01 0.04
-0.02 0.03 -0.02
-0.01 -0.04 0.03
-0.01 -0.04 0.00
0.01 0.00 0.00
0.00 0.00 0.00
-0.01 0.01 0.00
-0.03 -0.04 0.03
-0.01 0.00 0.00
-0.03 -0.01 0.01
0.01 0.00 0.01
0.00 -0.05 0.07
-0.04 0.00 0.01
0.01 0.02 0.03
0.00 0.00 0.01
-0.01 -0.03 0.01
0.00 -0.02 0.00
-0.01 0.02 0.02
0.11 0.03 0.12
0.00 -0.07 -0.02
0.03 -0.03 -0.02
0.02 0.02 0.03
0.00 0.02 0.00
-0.08 0.03 -0.02
0.01 -0.05 -0.02
-0.01 -0.02 -0.02
-0.03 0.02 -0.04
0.02 0.01 -0.01
-0.02 -0.01 -0.03
-0.01 -0.01 0.00
-0.02 0.03 0.00
0.03 0.00 0.01
0.04 0.01 -0.05
0.07 0.09 -0.11
0.00 0.00 0.03

Computed properties:
- gap between HOMO and LUMO (Ha) = 0.1458
- total charge = -1

Löwdin population analysis, charges in e, atoms 1 to 4: number 1, Ag, carries 0.762; number 2, S, carries 0.395; number 3, P, carries 0.781; number 4, O, carries -0.339



no.,electronic energy (eV)
1,-63634.0728
2,-82535.6315